Entry 1:
The following is a quantum chemistry calculation of a single C4H6FNO molecule at a distorted geometry, from the Open Molecules 2025 dataset.

The geometry in ORCA input format:
```
! RIJCOSX wB97M-V def2-TZVPD def2/J DEFGRID3
* xyz 0 1
O 2.11948 -0.15921 -0.82322
C 1.75398 0.26692 0.28326
C 0.23924 -0.12301 0.80390
N -0.37011 -1.21733 0.25515
C -1.18117 -0.48747 -0.76463
C -0.86243 0.81384 0.11272
F -0.17241 1.84456 -0.37595
H 2.31404 1.03481 0.74440
H 0.40767 -0.03148 1.83808
H 0.17318 -1.80498 -0.29929
H -2.10304 -1.04765 -0.89889
H -0.62979 -0.41038 -1.65583
H -1.68866 1.32138 0.78030
*
```

For the energy above the lowest of the compared OMol25 structures with the same formula, charge and spin, the calculation gives 64.9 kcal/mol. Its HOMO energy is -0.33661 Eh. Its total energy is -385.77012 Eh. The value obtained for the orbital gap is 9.8 eV. The SMILES is O=C[C@@H]1NC[C@@H]1F.

---

Entry 2:
The following is a quantum chemistry calculation of a single C5H8N2 molecule at a distorted geometry, from the Open Molecules 2025 dataset.

The geometry in ORCA input format:
```
! RIJCOSX wB97M-V def2-TZVPD def2/J DEFGRID3
* xyz 0 1
N 1.12870 -1.80723 -1.40578
N 0.28716 -0.70582 -1.47683
C -0.36801 -0.41020 -0.12212
C 0.63363 0.29883 0.77544
C 0.10510 1.35550 1.39864
C -1.22938 1.56815 0.90075
C -1.54383 0.58244 0.03142
H 0.81182 -2.66392 -1.79705
H 1.89382 -1.80990 -0.65080
H 0.97728 0.12922 -1.67488
H -0.58334 -1.42121 0.21922
H 1.66543 0.11708 0.76088
H 0.69561 2.06565 2.10193
H -1.89566 2.23645 1.31392
H -2.57835 0.46496 -0.37473
*
```

For the energy above the lowest of the compared OMol25 structures with the same formula, charge and spin, the calculation gives 75.8 kcal/mol. Its HOMO energy is -0.31185 Eh. Its total energy is -304.71474 Eh. The value obtained for the orbital gap is 9.3 eV. The SMILES is NNC1C=CC=C1.

---

Entry 3:
The following is a quantum chemistry calculation of a molecular structure, C22H29F5N5O5S2W at a distorted geometry, from the Open Molecules 2025 dataset.

The geometry in ORCA input format:
```
! RIJCOSX wB97M-V def2-TZVPD def2/J DEFGRID3
* xyz 3 1
W -0.44864 1.85776 0.03564
N -2.47130 2.08033 -0.91384
C -3.64241 1.67423 -0.14454
C -4.92817 1.70211 -0.60091
C -5.97356 1.34385 0.28324
C -5.70242 1.00417 1.58087
C -4.36623 0.99262 2.05748
C -3.99186 0.70582 3.38265
C -2.66292 0.77356 3.74256
C -1.70650 1.08745 2.78252
N -2.01718 1.33067 1.50434
C -3.33931 1.31844 1.15677
H -2.55406 3.08757 -1.09828
H -2.50107 1.64270 -1.84003
H -5.15710 1.99854 -1.61804
H -6.99322 1.36029 -0.07496
H -6.50438 0.75171 2.26258
H -4.74902 0.44733 4.11330
H -2.34394 0.59016 4.75857
H -0.66505 1.15067 3.06084
C 3.42486 3.56773 -0.76449
S 3.03686 1.97200 -0.08522
C 3.51611 0.86597 -1.37647
O 1.44636 1.89699 -0.12728
H 4.47590 3.73735 -0.51892
H 2.81870 4.30751 -0.24444
H 3.25622 3.58253 -1.83785
H 4.60388 0.96185 -1.43827
H 3.03748 1.16866 -2.30606
H 3.24794 -0.14767 -1.06859
C 4.59799 -4.17061 -1.61814
C 3.17898 -4.15220 -2.17186
S 2.05703 -3.17791 -1.20258
O 2.77811 -2.10956 -0.52778
O 0.91051 -2.80549 -2.00375
C 1.47669 -4.27243 0.06713
C 0.31221 -3.66882 0.84592
N 0.47356 -2.22422 1.13799
C -0.25075 -1.25098 0.56531
N 0.21688 -0.05261 0.94504
C 1.28189 -0.27267 1.79404
C 1.42708 -1.60445 1.91058
N 2.43900 -2.29105 2.68266
O 2.36423 -3.49720 2.73308
O 3.24974 -1.58390 3.22156
C -1.41555 -1.47095 -0.33031
H 5.21167 -4.79750 -2.26248
H 4.64010 -4.58656 -0.61222
H 5.02624 -3.17200 -1.59954
H 2.73937 -5.14997 -2.21341
H 3.10341 -3.71647 -3.16984
H 2.32144 -4.51622 0.71061
H 1.11936 -5.17973 -0.42008
H 0.20489 -4.19701 1.78930
H -0.61194 -3.75872 0.28351
H 1.85348 0.50191 2.27611
H -1.12014 -2.04914 -1.20782
H -1.81295 -0.51473 -0.68202
H -2.22432 -1.98493 0.19171
F -0.40468 1.19301 -2.44317
C -0.16544 2.53172 -2.04980
F 1.10434 2.80434 -2.39472
C -1.04513 3.50142 -2.93071
F -0.31991 4.08906 -3.85064
F -1.59261 4.44394 -2.14778
F -2.03861 2.82747 -3.52121
C -0.40707 3.49686 0.98141
H 0.47466 4.12141 1.10184
H -1.29973 3.90400 1.45889
*
```

For the energy above the lowest of the compared OMol25 structures with the same formula, charge and spin, the calculation gives 0.0 kcal/mol. Its HOMO energy is -0.65686 Eh. Its total energy is -2867.41074 Eh. The value obtained for the orbital gap is 6.6 eV.

---

Entry 4:
The following is a quantum chemistry calculation of 2 unconnected molecules or ions with the total composition C3H7NO at a distorted geometry, from the Open Molecules 2025 dataset.

The geometry in ORCA input format:
```
! RIJCOSX wB97M-V def2-TZVPD def2/J DEFGRID3
* xyz -1 2
C -1.17311 -4.12276 3.68761
N -0.90263 -4.19628 2.44740
H -1.07813 -4.99684 4.32348
H -1.63314 -3.19194 4.02813
H -0.76866 -3.26844 2.05184
O 0.43041 2.24009 -0.67136
C 0.67902 2.09651 -1.91680
C 0.78255 3.37535 -2.78139
H 0.99292 1.10435 -2.28175
H -0.16212 3.88091 -2.91941
H 1.30268 3.08132 -3.71004
H 1.53022 3.99774 -2.25772
*
```

For the energy above the lowest of the compared OMol25 structures with the same formula, charge and spin, the calculation gives 38.8 kcal/mol. Its HOMO energy (spin up / spin down) is 0.03188 / -0.09622 Eh. Its total energy is -248.39441 Eh. The value obtained for the orbital gap (spin up / spin down) is 2.1 / 5.5 eV.

---

Entry 5:
The following is a quantum chemistry calculation of a single C2H5N3 molecule at a distorted geometry, from the Open Molecules 2025 dataset.

The geometry in ORCA input format:
```
! RIJCOSX wB97M-V def2-TZVPD def2/J DEFGRID3
* xyz 0 1
H 0.97094 -1.45110 -0.25473
N 1.79196 -0.75138 0.16347
C 1.40569 0.43966 0.06916
N 0.02924 0.69027 -0.32013
N -0.85118 -0.37282 -0.30129
C -2.07960 -0.16578 0.25742
H 1.99877 1.44343 0.56775
H -0.48484 1.58966 0.18226
H -2.66181 -1.06145 0.22786
H -2.56971 0.87367 0.52306
*
```

For the energy above the lowest of the compared OMol25 structures with the same formula, charge and spin, the calculation gives 72.1 kcal/mol. Its HOMO energy is -0.33294 Eh. Its total energy is -243.34700 Eh. The value obtained for the orbital gap is 9.7 eV. The SMILES is [H]/N=C\NN=C.

---

Entry 6:
The following is a quantum chemistry calculation of a gas-phase ion, C4H11N2 (charge +1) at a distorted geometry, from the Open Molecules 2025 dataset.

The geometry in ORCA input format:
```
! RIJCOSX wB97M-V def2-TZVPD def2/J DEFGRID3
* xyz 1 1
N -0.84290 -0.26750 1.40464
C -1.76007 -0.30863 0.26887
C -1.13186 0.59854 -0.77171
C 0.29618 0.17337 -1.02514
C 1.24276 0.39992 0.09745
N 2.21016 -0.60578 0.21210
H 0.17996 0.23476 1.16241
H -0.93071 -1.07614 2.01525
H -2.72307 0.13916 0.49994
H -1.82288 -1.32892 -0.12200
H -1.06987 1.58745 -0.26318
H -1.73852 0.86436 -1.63612
H 0.71659 0.60814 -1.93488
H 0.37082 -0.88202 -1.31133
H 1.78561 1.34377 0.19085
H 2.05827 -1.23557 0.99340
H 3.15951 -0.24491 0.21945
*
```

For the energy above the lowest of the compared OMol25 structures with the same formula, charge and spin, the calculation gives 108.9 kcal/mol. Its HOMO energy is -0.51707 Eh. Its total energy is -268.13138 Eh. The value obtained for the orbital gap is 7.0 eV. The SMILES is NCCCC=[NH2+].

---

Entry 7:
The following is a quantum chemistry calculation of 4 unconnected molecules or ions with the total composition C18H37F8O13PS at a distorted geometry, from the Open Molecules 2025 dataset.

The geometry in ORCA input format:
```
! RIJCOSX wB97M-V def2-TZVPD def2/J DEFGRID3
* xyz 0 1
O -3.90959 1.28330 -0.75319
P -2.42917 1.08092 -1.33619
O -2.53523 -0.01756 -2.69545
O -1.51461 0.33608 -0.02334
C -0.23319 -0.13549 -0.60394
C 0.76496 -0.83881 0.53771
O 0.02763 -1.80215 1.39051
C -0.46411 -1.16985 2.62475
C 0.25524 -1.86341 3.93597
F 1.56197 -2.49004 3.59382
F -0.67160 -2.89339 4.52436
F 0.49365 -0.80730 4.97460
O -1.66193 2.60169 -1.72831
S -2.08385 3.15069 -3.28579
O -1.42919 2.35059 -4.45301
O -3.63625 2.91732 -3.44333
C -1.74230 4.96391 -3.61030
F -1.01358 5.09780 -4.89432
F -3.08215 5.62945 -3.74684
C -0.89767 5.73558 -2.43629
F 0.19386 4.94394 -1.82251
F -1.85439 6.33260 -1.46534
F -0.22345 6.90931 -3.10791
H -1.68915 0.05164 -3.22987
H 0.37619 0.72606 -1.14726
H -0.51042 -1.00053 -1.37415
H 1.53710 -1.48352 -0.09750
H 1.30226 0.01102 1.17265
H -1.62620 -1.39408 2.73532
H -0.37278 0.01448 2.62713
C 0.88345 -3.91745 7.00296
O 1.46501 -4.01243 8.29766
C 0.52994 -4.47753 9.27698
C 0.75071 -5.96416 9.59238
O 0.43907 -6.78632 8.46498
C 1.60359 -7.21632 7.77114
H 1.69107 -3.79283 6.27560
H 0.31942 -4.81656 6.73622
H 0.23307 -3.04128 6.95238
H -0.50117 -4.29687 8.95343
H 0.70402 -3.89859 10.18893
H 0.06999 -6.25632 10.39863
H 1.77630 -6.14490 9.93751
H 2.10363 -8.00464 8.34161
H 2.30252 -6.39352 7.59565
H 1.29952 -7.62531 6.80572
C 4.08615 -2.14997 -0.99368
O 4.00738 -1.79818 0.38237
C 4.38296 -2.88187 1.23927
C 5.81350 -2.70091 1.76757
O 6.77369 -2.80466 0.71335
C 7.24490 -1.53332 0.28432
H 4.02264 -1.23103 -1.58389
H 5.02855 -2.64916 -1.23939
H 3.24394 -2.79235 -1.26060
H 4.27586 -3.84422 0.72650
H 3.69426 -2.87378 2.08942
H 6.02974 -3.50640 2.47694
H 5.91829 -1.74771 2.30052
H 7.94300 -1.12931 1.02349
H 6.42643 -0.82444 0.12972
H 7.77557 -1.66231 -0.66095
C -3.48226 6.72325 -7.09932
O -3.22791 5.41334 -7.59218
C -3.92548 4.41046 -6.84563
C -5.17748 3.93181 -7.59509
O -6.15528 4.97058 -7.68967
C -6.16569 5.58814 -8.97066
H -3.12350 7.44181 -7.84216
H -4.54937 6.90387 -6.93710
H -2.93211 6.88235 -6.16914
H -4.18551 4.77428 -5.84536
H -3.24364 3.56263 -6.72986
H -5.63415 3.11398 -7.02819
H -4.91768 3.54665 -8.58895
H -6.64559 4.92509 -9.69661
H -5.15709 5.83585 -9.31368
H -6.74629 6.51031 -8.90515
*
```

Its HOMO energy is -0.33537 Eh. Its total energy is -3224.22183 Eh. The value obtained for the orbital gap is 6.7 eV. The SMILES is O=[P@](O)(OCCOCC(F)(F)F)OS(=O)(=O)C(F)(F)C(F)(F)F.COCCOC.COCCOC.COCCOC.